Record 1
A 5-piece molecular cluster, C12H33I2N2O overall at a distorted geometry, computed with ωB97M-V/def2-TZVPD.

Geometry as XYZ:
```
50
Properties=species:S:1:pos:R:3:forces:R:3:nbo_charge:R:1
O -0.83440 -1.05634 0.48438 1.0664 0.7079 -1.4538 -0.859
H -1.76730 -1.23314 0.34282 -2.3069 0.1191 -0.0382 0.554
H -0.38973 -1.90702 0.49894 0.7367 -1.9914 0.1748 0.536
H -0.67145 -0.52045 1.26404 0.4381 1.1493 1.4967 0.550
I -4.01759 -0.43253 0.81444 0.1321 0.1234 -0.0104 -0.897
I -0.67140 -4.42140 0.66499 0.2466 0.3452 -0.0697 -0.906
C 2.35742 1.91682 3.19629 0.1951 1.1601 1.5541 -0.642
C 1.49659 1.23930 2.22714 -0.4760 -0.9964 -2.7851 -0.227
N 0.16139 0.65389 2.58413 0.6214 0.6760 -1.3341 -0.475
C 0.22946 -0.24134 3.72138 1.1218 -0.1430 3.0898 -0.240
C 1.02235 -1.57512 3.62970 -0.9197 1.2498 -1.2892 -0.614
C -0.82231 1.76816 2.77141 -1.3385 -1.4370 1.9223 -0.241
C -1.33377 2.73794 1.73267 0.5620 -0.0219 -0.9252 -0.635
H 3.27521 2.37687 2.83009 -0.0025 -0.4310 -0.8382 0.221
H 2.69739 1.19086 3.93487 -0.2771 0.4632 0.6394 0.210
H 1.82365 2.80374 3.53772 -0.0335 -0.1991 1.1155 0.205
H 1.24547 1.91404 1.40875 0.0607 0.1745 -0.0407 0.195
H 2.16255 0.52743 1.73947 -0.5056 -0.7874 -0.1349 0.193
H 0.66287 0.27254 4.57939 0.7223 0.7768 0.1597 0.152
H -0.66152 -0.49620 4.29523 -1.1303 0.1042 -1.4077 0.227
H 2.08302 -1.42283 3.42998 -0.0343 -0.0707 -0.1904 0.193
H 0.91489 -2.15937 4.54359 -0.1792 0.1045 -0.1334 0.219
H 0.50473 -2.04444 2.79310 0.6254 -0.9901 0.0456 0.229
H -0.58025 2.29523 3.69428 0.2354 0.1604 0.2155 0.160
H -1.73313 1.20272 2.96837 -0.1093 -0.0688 0.6506 0.230
H -0.53401 3.07621 1.07384 -0.2513 0.0747 -0.4139 0.195
H -1.78439 3.62890 2.16997 0.3676 -0.0167 0.5304 0.217
H -2.18582 2.29285 1.21887 0.4143 -0.2012 -0.6208 0.253
C -0.54935 -1.98266 -4.92037 0.2047 -0.5477 0.2454 -0.642
C -0.74862 -1.93578 -3.43035 0.1254 0.9514 2.2743 -0.248
N -0.34777 -0.65677 -2.73465 0.2318 -0.7923 0.1435 -0.450
C 1.12386 -0.32210 -2.75936 -1.6245 -0.3341 0.4198 -0.210
C 1.92181 -1.22139 -1.82059 -0.7865 0.7752 -1.0903 -0.608
C -1.18922 0.38876 -3.26348 0.4749 1.0029 -0.5004 -0.212
C -1.30963 1.62606 -2.38089 0.2807 -0.4676 0.8037 -0.623
H -0.94081 -1.13748 -5.48652 -0.1943 -0.0381 0.2240 0.205
H -1.05929 -2.89789 -5.22110 0.2655 -0.0228 -0.5503 0.217
H 0.52315 -2.03766 -5.10692 -0.0067 -0.2200 -0.3780 0.198
H -1.76222 -2.13953 -3.08510 -0.5512 0.6229 -0.5793 0.215
H -0.33821 -2.77043 -2.86200 1.0334 -0.1511 -0.4896 0.223
H 1.48337 -0.35144 -3.78795 0.3395 0.0396 -0.2316 0.156
H 1.32131 0.66715 -2.34643 -0.6868 0.3605 -0.4322 0.187
H 2.89477 -0.73051 -1.79874 0.4313 -0.7892 0.1106 0.196
H 1.45376 -1.11179 -0.84232 0.1567 -0.5472 -0.0138 0.212
H 1.86019 -2.21245 -2.27016 0.6090 -0.2621 0.8039 0.216
H -2.19769 0.03720 -3.48141 -0.0091 -0.3653 0.3399 0.203
H -0.79700 0.63903 -4.24919 0.0889 0.6441 -0.4702 0.136
H -0.37429 1.94826 -1.92325 0.3910 0.0519 -0.4764 0.191
H -1.86642 1.32993 -1.49185 -0.5813 0.1992 -0.0942 0.235
H -1.75164 2.48422 -2.88711 -0.1741 -0.1450 0.0324 0.202
```
Forces are in eV/Å.

- highest occupied orbital energy (eV) = -4.47
- net charge = -1


Record 2
A 3-piece molecular cluster, C12H33N2O5 overall at a distorted geometry, computed with ωB97M-V/def2-TZVPD.

Geometry as XYZ:
```
52
Properties=species:S:1:pos:R:3:forces:R:3:nbo_charge:R:1
O 19.06339 14.08454 28.71460 1.5240 -0.0528 4.5198 -0.825
H 18.37376 13.56526 28.36802 -3.6873 -1.8916 0.0526 0.550
H 19.41360 14.12705 27.85228 2.8890 0.8154 -2.8458 0.545
H 19.69222 13.45888 29.35050 -0.7258 1.3896 -0.2447 0.561
C 21.49964 15.04830 26.58089 5.5031 9.7790 -4.4839 -0.216
O 20.85912 14.06818 26.89496 -4.9648 -12.0917 1.9163 -0.559
C 20.97597 12.83286 26.01694 3.0608 -0.0939 -1.5529 -0.108
C 19.86123 11.90809 26.45311 3.0083 0.7649 -0.4084 -0.301
N 18.68651 12.72612 26.49700 -1.1066 -1.2623 -3.1372 -0.645
C 17.57622 11.81019 26.49550 -3.4426 3.0723 2.8938 -0.230
C 16.23487 12.67667 26.75964 2.0748 -2.8086 2.3254 -0.059
O 16.44829 13.46441 27.94131 1.1057 -1.3035 0.5667 -0.585
C 15.43488 14.41918 28.18458 9.6741 7.1685 1.1685 -0.191
H 21.10389 15.38731 25.60327 0.8770 0.4260 -0.5755 0.145
H 22.63797 14.94395 26.48616 -1.2081 0.2388 0.4085 0.161
H 21.19054 15.93696 27.16771 0.7272 -0.3940 0.4518 0.187
H 22.07359 12.37738 25.94687 -1.8898 0.7360 1.7921 0.217
H 21.07805 12.94524 24.85825 -1.5763 1.3088 1.6773 0.213
H 20.16457 11.46878 27.36200 -0.2602 0.1903 2.0973 0.214
H 19.92819 10.97950 25.90515 -0.7921 -0.0660 -1.3602 0.213
H 18.49523 12.88890 25.49581 1.2895 1.8502 0.2751 0.377
H 17.76793 11.19958 27.30221 -0.3320 -1.9723 1.7437 0.190
H 17.40432 11.29613 25.61721 -0.0050 -1.3537 -1.9630 0.189
H 15.42797 11.92701 26.84157 -0.0667 0.6097 0.2295 0.187
H 16.09904 13.27962 25.94292 -0.5938 1.7339 -2.1527 0.169
H 14.67987 14.00502 27.97613 -11.1993 -5.4532 -2.8955 0.142
H 15.63703 15.22868 27.37795 -0.6895 -0.6273 1.6377 0.162
H 15.28614 14.85734 29.22545 1.1894 -0.7803 -1.2210 0.206
C 22.42526 17.52979 30.95176 2.1909 3.0299 0.2161 -0.206
O 22.61158 16.28429 30.98717 2.0799 -9.4244 0.6674 -0.509
C 21.44222 15.54672 30.79489 -0.1485 1.3567 0.8945 -0.087
C 21.85424 14.12591 30.86388 4.4086 -1.8399 -2.2979 -0.235
N 20.79061 13.18370 30.89139 -2.2258 -0.4517 0.0596 -0.683
C 21.20638 11.71355 30.74889 -0.8572 0.9291 0.7626 -0.243
C 20.00952 10.74156 30.93341 0.8117 0.7337 -0.2396 -0.090
O 19.07358 10.98686 29.81702 0.8281 -0.1861 1.0119 -0.578
C 18.00988 10.07282 29.87642 -1.5394 -2.1557 1.1437 -0.277
H 22.32363 17.83351 30.02047 -0.4020 2.3731 -4.7148 0.144
H 23.21412 17.92815 31.45048 2.2483 2.1783 1.2159 0.189
H 21.60504 17.62881 31.43595 -5.7822 2.5948 3.4871 0.147
H 21.15152 15.85993 29.80237 -1.0839 -0.3998 -0.5520 0.171
H 20.62873 15.90188 31.55575 1.1124 -0.8398 -1.0305 0.166
H 22.63002 13.91083 31.69440 -1.1842 0.7194 -0.9434 0.202
H 22.55495 13.91158 29.82913 -1.9271 0.5633 2.6773 0.189
H 20.29744 13.44265 31.83951 0.7645 -1.6529 -2.2995 0.391
H 21.90054 11.58327 31.58828 0.1612 -0.6414 -0.3112 0.206
H 21.72128 11.35557 29.75798 -0.9191 1.6125 1.6197 0.226
H 19.37276 10.84837 31.88043 1.3409 -0.2271 -1.0729 0.200
H 20.70281 9.81683 30.92180 -2.2783 0.2715 -0.1892 0.205
H 17.09299 10.20004 29.24619 0.7707 1.4525 0.6625 0.203
H 17.66864 9.80481 30.96932 0.5953 0.7978 -1.9544 0.185
H 18.30941 9.14055 29.41891 0.6522 -0.7255 0.2719 0.176
```
Forces are in eV/Å.

- relative energy (zero: lowest compared OMol25 entry of this formula, charge and spin) (kJ/mol) = 374.0
- highest occupied orbital energy (eV) = -12.15
- net charge = +1


Record 3
C12H33N7O2V as an isolated structure at a distorted geometry, computed with ωB97M-V/def2-TZVPD.

Geometry as XYZ:
```
55
Properties=species:S:1:pos:R:3:forces:R:3:mulliken_charge:R:1
V 0.94610 -0.43367 -0.38506 0.3677 -0.5915 0.1162 0.375
N 1.94418 1.42416 -0.63921 0.2157 0.1011 0.0468 -0.279
C 3.34764 1.17479 -1.06629 0.2219 -0.1277 0.0749 -0.709
C 3.90567 0.05478 -0.20472 -0.0033 0.2645 -0.1261 -0.638
N 2.98047 -1.11935 -0.18074 0.4483 -0.2405 0.2354 -0.112
C 3.30716 -2.16836 -1.18324 -0.0547 0.0156 -0.3614 -0.571
C 2.72308 -1.79381 -2.53816 0.2392 -0.1215 0.2351 -0.728
N 1.34984 -1.23459 -2.33369 0.1533 -0.1793 -0.2687 -0.485
H 1.55781 2.16374 -1.22058 -0.0650 0.0085 -0.0328 0.366
H 1.95996 1.80205 0.30945 0.0165 0.1602 -0.0365 0.199
H 3.96993 2.06280 -0.95095 -0.0450 0.0233 -0.0240 0.469
H 3.34349 0.91412 -2.12314 -0.0297 0.0321 -0.0031 0.296
H 4.00921 0.42560 0.81668 0.0004 -0.1005 0.0296 0.383
H 4.89879 -0.23341 -0.55154 -0.0026 -0.0380 0.0334 0.412
H 3.11195 -1.55510 0.73015 0.0202 0.0151 -0.0068 0.378
H 2.88581 -3.11669 -0.84488 -0.0080 0.0226 0.0762 0.329
H 4.38544 -2.31023 -1.27241 -0.0022 -0.0453 0.0816 0.428
H 2.70273 -2.67063 -3.18332 -0.0350 0.0428 -0.0693 0.464
H 3.34490 -1.05170 -3.03334 -0.0839 0.0654 -0.0153 0.318
H 0.66935 -1.96866 -2.52212 -0.0298 -0.0146 -0.0520 0.306
H 1.17555 -0.55084 -3.06795 -0.1119 0.0453 0.0319 0.322
C 0.81232 0.35749 4.34083 0.1218 0.3854 0.2640 -0.650
O 0.54159 -0.89552 3.64645 0.0154 -0.1123 -0.0872 -0.379
C 0.65221 -1.00719 2.37636 -0.0752 -0.2102 0.1924 0.929
O 0.91419 -0.07714 1.57118 0.1335 0.0549 0.1151 -0.677
N 0.47472 -2.27202 1.93336 -0.0090 0.0117 0.1039 -0.323
N 0.27513 -2.47267 0.55283 0.0463 0.3187 -0.0298 -0.224
H 0.11221 0.39356 5.16816 -0.0542 -0.0731 -0.0563 0.292
H 0.67366 1.20662 3.67861 -0.0292 -0.0751 -0.0555 0.306
H 1.82660 0.32077 4.72954 0.0156 -0.0716 -0.0913 0.306
H 0.22518 -2.99416 2.59819 -0.0640 -0.0637 -0.0155 0.288
H -0.69477 -2.73731 0.39730 -0.0870 0.0081 -0.0049 0.361
H 0.83948 -3.26503 0.25741 0.0844 -0.0529 0.0146 0.352
C -1.85515 2.78601 0.89637 -0.1745 -0.0815 -0.1239 -0.542
C -2.45227 2.53487 -0.48980 0.1832 0.2217 0.1751 -1.197
N -2.87381 1.13949 -0.73263 0.4032 -0.1729 0.0391 0.165
C -4.33346 0.93003 -0.77774 -0.5218 -0.0027 0.2545 -0.655
C -4.97757 0.99802 0.60420 0.1054 -0.0215 -0.1033 -0.992
C -2.01280 0.16202 -0.87394 -0.4411 0.0818 -0.3538 1.328
C -2.51027 -1.23803 -1.06081 0.0597 -0.0042 0.0910 -1.953
N -0.67398 0.38161 -0.92857 -1.1177 0.6426 -0.1590 0.245
H -1.56416 3.83401 0.96357 0.0257 -0.0230 0.0083 0.424
H -0.98643 2.16383 1.10763 0.0893 -0.0363 -0.0164 -0.064
H -2.60016 2.60155 1.66922 0.0285 -0.0180 0.0046 0.313
H -1.77567 2.85425 -1.28955 -0.0488 -0.0440 -0.0071 0.530
H -3.34154 3.15072 -0.58793 -0.0417 -0.0342 -0.1429 0.458
H -4.56116 -0.01955 -1.25165 0.0537 0.0693 -0.0204 0.331
H -4.74939 1.71522 -1.40879 0.1137 -0.0266 -0.0971 0.405
H -4.59759 0.21655 1.26416 -0.0045 0.0170 0.0128 0.276
H -6.05098 0.85483 0.49130 -0.0029 -0.0064 0.0251 0.415
H -4.82501 1.96841 1.07589 -0.0072 -0.0137 0.0031 0.310
H -3.18145 -1.28794 -1.91832 0.0421 -0.0501 0.0012 0.543
H -3.06677 -1.58377 -0.18751 -0.0199 -0.0269 -0.0395 0.367
H -1.67692 -1.90264 -1.27071 0.0054 -0.0224 -0.0046 0.193
H -0.50502 1.36810 -1.09955 -0.0405 0.0946 0.1384 -0.004
```
Forces are in eV/Å.

- relative energy (zero: lowest compared OMol25 entry of this formula, charge and spin) (kJ/mol) = 0.0
- ⟨S²⟩ = 2.013
- 2S+1 = 3
- highest occupied orbital energy (spin up / spin down) (eV) = -18.99 / -19.04
- net charge = +3


Record 4
C12H34BBr2N2O8V2 as an isolated structure at a distorted geometry, computed with ωB97M-V/def2-TZVPD.

Geometry as XYZ:
```
61
Properties=species:S:1:pos:R:3:forces:R:3:mulliken_charge:R:1
O 1.86900 1.78431 3.46311 -3.1959 2.6349 -0.8078 -0.632
V 0.53848 2.68182 3.07334 2.0760 -3.6369 1.0197 1.569
O -0.55947 2.43094 4.19275 1.0817 0.6225 -1.0788 -0.651
O -1.51616 1.21959 -3.06877 1.1796 -0.2848 -0.1514 -0.604
V -0.01191 1.39630 -2.64243 -0.8343 1.8233 1.4435 1.734
O 0.90458 0.32457 -3.27694 -0.1466 -0.4026 -0.5567 -0.629
O 0.77086 4.72382 -4.01578 0.2023 1.1948 2.1175 -0.686
C 1.07885 5.92074 -3.21735 -0.5510 -2.8646 -1.9184 -0.305
C 0.77968 5.94392 -1.70412 -0.6712 -2.3973 2.3327 -0.400
O 0.92719 4.73784 -0.94304 0.4818 1.0557 -1.0941 -0.603
H 0.55390 6.72155 -3.73817 -0.1237 0.5173 0.3619 0.240
H 2.15152 6.09409 -3.30347 0.3738 0.0932 0.0640 0.200
H -0.25043 6.16502 -1.42465 -0.9969 0.2866 -0.9299 0.210
H 1.26269 6.76757 -1.17839 0.8867 0.2867 -0.2517 0.291
B -0.20315 -0.08101 0.57674 0.4367 0.4688 -0.2244 0.339
H -0.84842 0.76707 0.40750 -2.9707 3.8241 -0.8098 -0.341
H -0.33299 -0.80188 -0.21556 -0.7237 -2.9126 -3.2411 -0.253
H 0.82503 0.23740 0.50130 4.3759 1.3197 0.0861 -0.258
H -0.46350 -0.53164 1.52194 -0.8809 -1.6775 3.6633 -0.224
Br 2.21908 -5.79168 6.02688 -0.8372 0.7099 -0.4457 -0.142
C 0.51301 -5.22769 5.13421 0.1255 -0.3619 0.4151 -0.649
C 0.49865 -5.57394 3.67443 0.1205 -1.2712 0.1914 -0.484
Br 0.43711 -7.57160 3.62013 -0.0611 0.4279 -0.4491 -0.148
H 0.25949 -4.17885 5.28840 0.6274 0.0530 0.2009 0.391
H -0.23544 -5.83783 5.63981 0.0748 0.2011 0.0245 0.379
H 1.38952 -5.31450 3.10248 -0.2858 0.2195 0.1436 0.313
H -0.43590 -5.24314 3.22134 0.2479 0.0549 -0.1077 0.340
C 6.63673 -3.75962 -1.25327 0.1586 -0.4194 -1.6781 -1.510
C 5.56320 -3.92191 -0.21011 1.1157 0.2024 0.8503 0.465
C 6.12751 -4.59834 1.07876 -0.5424 1.0763 -1.1608 -0.601
O 6.36353 -5.93985 0.84577 -0.2005 -1.9651 -0.3225 -0.318
C 6.82345 -6.53832 2.03644 -0.2017 0.3750 0.6257 -0.701
N 5.05815 -2.58069 0.10793 -0.3228 -0.3793 -0.1863 -0.715
H 7.55294 -3.19129 -1.09310 -0.0978 -0.0744 0.9107 0.339
H 6.20142 -3.25655 -2.11670 -0.2716 0.1647 -0.1519 0.412
H 6.89638 -4.73136 -1.67328 0.2968 -0.1557 0.2593 0.359
H 4.82490 -4.56833 -0.68460 -0.3008 -0.2201 0.3053 0.227
H 5.41493 -4.47480 1.89426 -0.0453 0.1856 0.2668 0.351
H 7.09142 -4.14774 1.31529 -0.0274 0.5963 0.3268 0.316
H 7.76206 -6.04746 2.29373 0.2453 -0.2271 0.3794 0.298
H 6.91853 -7.62316 2.08300 0.2188 -0.0015 -1.1471 0.275
H 6.09781 -6.37561 2.83333 -0.0899 0.4711 0.2952 0.276
H 4.94778 -2.12834 -0.78834 0.2337 0.4613 -0.1463 0.269
H 4.09370 -2.64101 0.40174 -0.1945 -0.0693 0.5834 0.257
C -5.55407 5.18234 -1.89921 -0.9409 0.1846 -0.3516 -1.480
C -6.34904 4.34120 -0.82203 0.7144 1.3362 -0.2734 0.641
C -7.21928 3.29364 -1.41342 -1.1023 -1.8917 -1.3518 -0.818
O -8.28236 3.75520 -2.22506 -0.5763 0.4594 -0.6471 -0.333
C -8.98241 2.74189 -2.96152 -0.6823 1.3657 0.6895 -0.769
N -5.40384 3.64813 0.00042 2.4529 -0.8794 0.2809 -0.650
H -5.17700 6.12594 -1.50485 -0.1727 -0.0073 0.1158 0.344
H -6.09780 5.37555 -2.82395 -0.9493 0.4732 0.3976 0.349
H -4.71627 4.72573 -2.42618 0.4450 -0.9368 0.9887 0.429
H -6.89625 4.93371 -0.08882 -0.5851 0.7127 -0.7815 0.297
H -7.63181 2.61788 -0.66424 -0.0192 0.1949 0.6244 0.382
H -6.65657 2.60782 -2.04676 0.7981 0.0361 -0.0117 0.264
H -9.87882 3.21222 -3.36565 0.0850 0.4630 -0.1021 0.259
H -9.43489 2.02429 -2.27712 0.6415 -0.6996 -0.0315 0.318
H -8.46531 2.36086 -3.84216 0.5149 -0.4185 0.4274 0.310
H -5.24733 3.92373 0.95940 -1.0031 0.2961 0.1841 0.252
H -4.50270 3.89143 -0.38538 0.3934 -0.6939 -0.1650 0.207
```
Forces are in eV/Å.

- highest occupied orbital energy (eV) = -4.12
- net charge = -1